Entry from the Open Molecules 2025 dataset: 3 unconnected molecules or ions with the total composition C17H40IO9P2 in a non-equilibrium geometry (ωB97M-V with the def2-TZVPD basis set).

## Properties
**Net charge**: -1
**Frontier orbital gap**: 1.657 eV
**E_HOMO**: -0.0677 Ha
**Total energy**: -2329.0561 Ha
**LUMO level**: -0.18 eV

Structure (XYZ):
```
69
C17H40IO9P2 (ωB97M-V with the def2-TZVPD basis set)
C 2.051 3.384 3.650
O 2.478 3.323 2.288
C 1.786 2.310 1.557
C 2.409 0.866 1.838
C 1.432 0.009 2.747
C 0.874 -1.303 2.059
C -0.123 -1.970 3.133
C -1.644 -1.701 2.733
C -2.378 -0.623 3.623
C -2.141 0.852 3.083
C -3.503 1.656 2.937
C -3.354 2.611 1.668
I -4.570 4.415 2.040
H 1.045 2.911 3.809
H 2.849 2.925 4.307
H 1.952 4.452 4.008
H 1.919 2.540 0.459
H 0.666 2.324 1.722
H 3.331 1.062 2.464
H 2.750 0.346 0.909
H 1.995 -0.323 3.669
H 0.568 0.629 3.101
H 0.344 -1.110 1.090
H 1.707 -2.054 1.926
H 0.057 -1.489 4.134
H 0.066 -3.079 3.142
H -2.194 -2.677 2.901
H -1.679 -1.470 1.636
H -1.919 -0.698 4.660
H -1.486 1.449 3.792
H -1.587 0.746 2.104
H -4.300 0.906 2.708
H -3.793 2.218 3.866
H -3.747 2.062 0.768
H -2.292 2.939 1.515
C 0.179 2.293 -4.379
O -1.217 2.189 -4.087
P -1.889 3.551 -3.273
O -3.164 2.821 -2.875
O -2.086 4.369 -4.679
C -2.757 3.735 -5.754
O -2.238 4.992 -2.419
C -2.132 4.884 -1.001
H 0.489 1.398 -4.919
H 0.379 3.171 -5.003
H 0.753 2.364 -3.452
H -3.424 2.940 -5.414
H -2.025 3.324 -6.453
H -3.350 4.487 -6.277
H -1.184 4.416 -0.724
H -2.963 4.303 -0.603
H -2.166 5.887 -0.574
C 2.300 -7.647 -1.421
O 1.751 -6.434 -0.905
P 2.489 -4.994 -1.508
O 1.871 -4.107 -0.436
O 1.558 -5.034 -2.857
C 0.154 -5.174 -2.718
O 3.419 -3.749 -2.239
C 4.536 -3.314 -1.474
H 1.743 -8.486 -1.002
H 2.217 -7.675 -2.512
H 3.350 -7.738 -1.130
H -0.201 -4.833 -1.744
H -0.127 -6.219 -2.865
H -0.326 -4.574 -3.493
H 5.126 -4.168 -1.131
H 4.201 -2.726 -0.618
H 5.164 -2.686 -2.110
```